14
Properties=species:S:1:pos:R:3:forces:R:3 method="wB97M-V/def2-TZVPD" gap_ev=7.4 lumo_ev=0.903 homo_ev=-6.5283 e_above_lowest_kcal_mol=59.7 spin_multiplicity=1
C -1.44875 -0.21747 0.17884 0.923 -1.190 -0.003
C 0.85836 -1.09210 0.25092 0.264 0.527 1.098
C 1.44436 0.30327 0.09249 -0.947 -0.447 -0.407
C -0.80844 1.13352 0.13338 -0.725 0.972 -0.433
H -2.41153 -0.26427 -0.40122 0.993 0.144 0.460
H -1.66616 -0.61209 1.20638 0.072 0.472 -0.734
H -0.23122 -0.87696 -1.39035 -0.780 -0.391 1.056
H 0.74630 -1.31404 1.35775 -0.016 -0.086 -1.201
H 1.57822 -1.80536 -0.19561 -0.599 0.125 0.304
H 2.41706 0.48694 -0.32436 0.166 0.167 -0.015
H 0.90265 2.19852 -0.30605 -0.972 -1.353 0.260
H -1.42302 1.99676 -0.10370 0.338 0.018 0.098
N -0.46309 -1.18629 -0.41350 0.261 0.056 -0.986
N 0.50526 1.24956 -0.08498 1.023 0.986 0.501


27
Properties=species:S:1:pos:R:3:forces:R:3 method="wB97M-V/def2-TZVPD" gap_ev=8.4 lumo_ev=-2.999 charge=+1 homo_ev=-11.3953 spin_multiplicity=1
C 1.88434 0.42833 0.09406 -2.127 1.555 -0.610
C 4.09844 1.05713 -0.48656 1.763 1.380 0.467
C 3.75098 -0.61651 1.29941 -0.099 2.820 -1.111
C -3.04345 -1.33790 0.64390 -0.491 -1.194 0.289
C -2.98922 -0.72379 -1.67421 -0.954 -1.627 -2.201
C -1.88687 0.68532 -0.04363 -0.383 1.837 1.424
N 3.15165 0.36188 0.36522 0.001 -0.374 0.203
N -2.25607 -0.67891 -0.46591 2.188 -1.490 3.053
S 1.21963 1.38331 -1.12100 -0.148 -0.467 0.347
S -3.43177 1.51988 0.50998 -1.760 -3.242 0.093
S 0.73248 -0.43981 1.21747 0.231 -0.375 -0.109
S -0.88525 0.79075 1.49772 0.332 -0.362 -0.903
H 4.88870 0.35825 -0.72646 0.082 -0.304 -0.416
H 3.59823 1.44067 -1.37333 0.241 -0.123 0.160
H 4.70403 1.92842 0.01965 -1.663 -1.449 -0.465
H 3.25889 -0.63029 2.22572 -1.270 -0.792 0.926
H 3.91790 -1.48799 0.72785 0.524 -1.259 0.139
H 4.56914 0.01043 1.53029 2.040 -0.621 0.510
H -4.00382 -0.85481 0.89544 0.885 0.275 -0.218
H -3.33336 -2.24276 0.17258 -0.383 -1.141 -0.252
H -2.47396 -1.64127 1.53724 0.046 0.796 -0.531
H -3.95763 -0.32748 -1.58333 -1.589 0.014 0.891
H -2.60586 0.01385 -2.28787 1.457 0.974 -1.881
H -3.04728 -1.73653 -2.16618 0.367 1.115 0.732
H -1.52608 1.36955 -0.80511 0.612 -0.926 -0.397
H -1.35693 -1.29846 -0.53846 -1.450 1.657 0.040
H -2.97683 2.66874 0.53552 1.552 3.322 -0.179